(1)
{"formula": "C33H45F4N3OPtSiTe", "method": "ωB97M-V with the def2-TZVPD basis set", "de_lowest_kj_mol": 101.15, "gap_ev": [6.3, 6.1], "total_charge": -1, "e_homo_ev": [-4.11, -4.12], "spin_multiplicity": 2, "species": ["Pt", "C", "N", "C", "C", "C", "N", "C", "C", "F", "C", "F", "C", "C", "F", "C", "F", "H", "H", "H", "H", "H", "H", "H", "H", "H", "H", "H", "C", "Si", "C", "C", "H", "H", "H", "H", "H", "H", "H", "H", "H", "C", "C", "O", "N", "Te", "C", "C", "C", "C", "C", "C", "C", "C", "C", "C", "C", "C", "C", "C", "C", "C", "C", "C", "H", "H", "H", "H", "H", "H", "H", "H", "H", "H", "H", "H", "H", "H", "H", "H", "H", "H", "H", "H", "H", "H", "H", "H", "H"], "positions_angstrom": [[0.418314, -0.212439, -0.168060], [0.116184, -3.350309, -0.193751], [-0.675297, -2.248028, 0.356112], [-2.090593, -2.418379, 0.056122], [-0.446325, -2.132249, 1.799683], [-1.096085, -0.900991, 2.404766], [-0.729994, 0.285893, 1.647576], [-1.178039, 1.484147, 2.077032], [-0.938507, 2.661341, 1.318738], [-0.234926, 2.577372, 0.172007], [-1.381883, 3.908255, 1.684432], [-1.094060, 4.949318, 0.875509], [-2.093090, 4.134998, 2.849235], [-2.333862, 3.017222, 3.617444], [-3.007217, 3.151616, 4.782485], [-1.914884, 1.751789, 3.260299], [-2.233973, 0.758900, 4.131648], [-0.137736, -4.295380, 0.311206], [1.176439, -3.133983, -0.093409], [-0.092189, -3.448965, -1.257641], [-2.501630, -3.284762, 0.595111], [-2.215018, -2.573565, -1.013002], [-2.646202, -1.525850, 0.339437], [0.634224, -2.100336, 1.953241], [-0.839382, -3.019295, 2.323010], [-0.754904, -0.847925, 3.439971], [-2.186056, -1.036476, 2.431875], [-2.423801, 5.118784, 3.142326], [-1.253251, -1.172617, -3.139339], [0.027505, 0.029808, -2.437073], [1.529289, -0.204113, -3.549900], [-0.639266, 1.735161, -2.886900], [-1.356692, -0.988671, -4.212287], [-2.236692, -1.045304, -2.678334], [-0.945053, -2.212001, -3.002864], [1.248789, -0.137005, -4.606691], [1.986936, -1.175893, -3.361664], [2.287746, 0.558266, -3.348066], [-0.727171, 1.798033, -3.974989], [0.020584, 2.533464, -2.542408], [-1.625209, 1.915212, -2.449978], [4.660503, -0.895213, -1.023588], [3.186048, -1.244867, -0.867647], [2.730991, -2.180963, -1.540262], [2.484535, -0.539235, 0.040099], [3.281079, 1.337426, 1.224590], [4.324928, 2.943902, 2.378067], [5.166663, 2.719873, 3.470590], [5.484257, 1.336068, 3.977748], [5.741367, 3.803522, 4.140791], [5.521451, 5.109221, 3.741442], [6.128396, 6.272329, 4.482813], [4.723592, 5.320746, 2.621949], [4.132386, 4.266706, 1.935558], [3.281127, 4.586101, 0.729748], [2.587775, 0.445045, 3.027582], [1.782262, 1.218986, 3.877681], [1.532984, 2.690344, 3.675223], [1.191874, 0.620929, 4.990622], [1.380024, -0.716873, 5.291884], [0.708919, -1.355611, 6.478916], [2.225721, -1.450617, 4.471136], [2.841268, -0.898294, 3.350808], [3.788380, -1.782341, 2.581310], [5.092395, -1.540612, -1.785736], [5.190528, -1.027536, -0.079170], [4.768674, 0.150225, -1.316299], [5.353622, 0.596672, 3.191155], [4.826752, 1.052956, 4.804053], [6.515435, 1.287057, 4.333133], [6.382885, 3.610831, 4.997106], [6.736566, 5.929834, 5.320359], [5.352441, 6.932411, 4.876876], [6.762771, 6.872515, 3.826854], [4.552970, 6.337289, 2.276775], [3.291876, 5.657438, 0.526018], [2.244029, 4.275404, 0.875377], [3.640467, 4.067947, -0.161578], [1.363470, 2.927869, 2.624279], [2.395668, 3.276734, 4.000063], [0.659434, 3.008793, 4.245121], [0.549413, 1.223589, 5.624810], [0.001931, -0.669223, 6.944423], [1.442460, -1.651492, 7.232425], [0.162833, -2.253673, 6.182240], [2.413241, -2.495098, 4.704792], [4.049314, -2.656346, 3.178775], [4.705073, -1.249863, 2.323625], [3.349204, -2.113246, 1.639550]], "atomic_forces_ev_per_a": [[1.07, -0.21, 1.01], [-0.08, -0.10, 0.01], [0.21, 0.07, -0.06], [-0.05, 0.10, -0.09], [-0.06, 0.01, 0.15], [-0.04, 0.05, -0.14], [-0.20, 0.08, -0.19], [-0.11, 0.04, 0.07], [0.03, -0.01, -0.08], [-0.07, -0.03, 0.03], [0.04, 0.03, -0.01], [-0.02, -0.04, 0.04], [0.03, -0.01, 0.00], [-0.04, 0.00, 0.06], [0.02, -0.01, -0.07], [0.01, -0.02, 0.05], [0.00, 0.05, -0.01], [-0.03, 0.02, -0.01], [0.01, 0.01, 0.00], [0.04, 0.02, 0.01], [0.01, 0.00, -0.01], [0.00, -0.02, 0.03], [0.01, 0.00, 0.02], [0.03, 0.06, 0.03], [0.05, -0.06, -0.09], [0.04, 0.00, 0.04], [0.02, -0.04, 0.07], [0.01, 0.00, 0.00], [-0.15, -0.11, 0.33], [0.94, -0.44, -0.33], [0.04, 0.02, 0.03], [-0.14, 0.12, 0.46], [0.03, 0.04, 0.01], [0.00, 0.00, -0.05], [0.01, 0.02, -0.05], [-0.04, 0.06, 0.02], [-0.02, 0.04, -0.04], [-0.01, 0.00, -0.01], [0.02, -0.05, -0.01], [0.00, -0.01, -0.03], [0.02, 0.04, -0.02], [0.02, -0.06, 0.07], [-0.10, -0.12, 0.48], [0.01, -0.09, -0.24], [-2.02, -0.15, -1.82], [0.84, 0.66, 0.36], [-0.20, -0.09, -0.09], [0.01, 0.07, -0.01], [-0.02, 0.03, 0.00], [0.03, -0.05, 0.00], [0.01, 0.04, 0.03], [-0.02, -0.02, -0.03], [-0.01, 0.00, -0.05], [0.07, 0.04, 0.11], [0.00, -0.01, 0.06], [-0.17, 0.01, -0.15], [-0.04, 0.03, 0.03], [-0.04, -0.03, 0.00], [0.00, 0.00, 0.00], [0.04, 0.00, 0.00], [0.02, 0.00, -0.03], [-0.05, -0.03, 0.01], [0.09, -0.01, 0.05], [-0.09, 0.05, -0.06], [-0.01, -0.03, 0.01], [0.02, 0.05, -0.01], [0.03, 0.00, 0.03], [0.04, -0.02, -0.01], [-0.02, -0.02, -0.02], [0.00, 0.01, 0.03], [0.00, 0.00, 0.00], [0.00, 0.00, 0.00], [0.01, 0.01, 0.01], [0.01, 0.00, 0.00], [0.00, 0.00, 0.00], [0.01, 0.01, 0.00], [0.00, -0.02, -0.01], [-0.01, 0.00, -0.01], [0.03, -0.02, 0.03], [-0.05, -0.01, 0.01], [-0.02, 0.00, 0.01], [-0.01, 0.01, 0.00], [0.00, 0.00, 0.00], [-0.01, -0.01, 0.01], [0.00, 0.00, 0.01], [0.02, 0.00, 0.00], [0.02, -0.01, 0.00], [0.00, 0.03, -0.01], [-0.03, 0.00, 0.01]], "lowdin_spin": [0.52, 0.00, 0.12, 0.01, 0.00, 0.00, 0.00, 0.00, 0.00, 0.01, 0.00, 0.00, 0.00, 0.00, 0.00, 0.00, 0.00, 0.00, 0.00, 0.00, 0.00, 0.00, 0.00, 0.00, 0.00, 0.00, 0.00, 0.00, 0.00, 0.01, 0.00, 0.01, 0.00, 0.00, 0.00, 0.00, 0.00, 0.00, 0.00, 0.00, 0.00, 0.01, 0.01, 0.01, 0.19, 0.06, 0.02, 0.00, 0.00, 0.00, 0.00, 0.00, 0.00, 0.00, 0.00, 0.00, 0.00, 0.00, 0.00, 0.00, 0.00, 0.00, 0.00, 0.00, 0.00, 0.00, 0.00, 0.00, 0.00, 0.00, 0.00, 0.00, 0.00, 0.00, 0.00, 0.00, 0.00, 0.00, 0.00, 0.00, 0.00, 0.00, 0.00, 0.00, 0.00, 0.00, 0.00, 0.00, 0.00]}

***

(2)
{"formula": "C33H45N2OOsP3", "method": "ωB97M-V with the def2-TZVPD basis set", "gap_ev": [3.6, 6.1], "e_homo_ev": [-3.26, -7.38], "spin_multiplicity": 5, "species": ["Os", "P", "P", "N", "H", "C", "H", "H", "H", "C", "H", "H", "H", "C", "H", "H", "H", "C", "H", "H", "H", "C", "H", "H", "H", "C", "H", "H", "H", "C", "C", "C", "C", "C", "C", "H", "H", "H", "H", "H", "C", "O", "C", "H", "H", "H", "C", "H", "H", "H", "N", "P", "C", "C", "C", "C", "C", "C", "C", "C", "C", "C", "C", "C", "C", "C", "C", "C", "C", "C", "H", "H", "H", "H", "H", "H", "H", "H", "H", "H", "H", "H", "H", "H", "H"], "positions_angstrom": [[0.532333, 0.689245, -0.622381], [1.178701, 2.830121, -0.181152], [1.283977, -1.707061, -1.945954], [0.288075, 1.063392, -2.352164], [-0.386383, 1.523683, 0.255555], [2.801639, 3.468961, -0.739651], [3.082979, 4.350986, -0.141663], [2.707737, 3.760213, -1.803659], [3.558341, 2.675951, -0.635587], [0.989705, 3.345584, 1.579537], [0.948955, 4.441052, 1.653776], [1.818022, 2.938375, 2.178609], [0.046538, 2.935392, 1.967425], [-0.023745, 3.908460, -1.073880], [-0.159710, 4.841177, -0.517099], [-0.979522, 3.373905, -1.134832], [0.337704, 4.117296, -2.088208], [2.887831, -1.919462, -2.823090], [2.883659, -2.856205, -3.408808], [3.696084, -1.902587, -2.075312], [3.012550, -1.055502, -3.491496], [1.095714, -3.315191, -1.074285], [1.154250, -4.136830, -1.808172], [0.124359, -3.325739, -0.560403], [1.903855, -3.409136, -0.334379], [0.118122, -1.933133, -3.359140], [0.111760, -2.992126, -3.661112], [0.446141, -1.299493, -4.196882], [-0.884841, -1.624613, -3.035327], [0.021764, 1.546031, -3.537583], [0.773273, 2.638778, -5.563117], [1.079899, 2.038061, -4.373404], [-1.333499, 1.651091, -3.995311], [-1.592063, 2.256348, -5.194883], [-0.555261, 2.757876, -5.994133], [1.578972, 3.027661, -6.182599], [2.098485, 1.920137, -3.989833], [-2.109930, 1.256680, -3.330886], [-2.623228, 2.346779, -5.531711], [-0.781344, 3.239241, -6.949760], [4.230089, -0.464030, 0.569169], [4.393710, -0.471763, -0.660136], [4.757610, 0.680273, 1.386927], [4.678449, 0.491849, 2.462960], [4.245100, 1.586550, 1.015581], [5.818994, 0.837735, 1.150888], [3.649268, -1.638123, 1.305620], [4.089404, -2.558427, 0.909084], [2.569509, -1.671235, 1.079964], [3.882699, -1.598009, 2.381137], [-0.139519, -0.497048, 0.628611], [-1.461338, -0.749284, 1.613855], [-1.478307, -2.538337, 1.690772], [-2.482962, -3.277884, 1.058533], [-2.429237, -4.673771, 1.108193], [-1.366149, -5.311546, 1.755191], [-0.337918, -4.566152, 2.342019], [-0.387356, -3.169829, 2.311288], [-1.071926, -0.178191, 3.271518], [-1.998494, -0.419160, 4.306532], [-1.680072, -0.062982, 5.619703], [-0.450817, 0.539883, 5.901759], [0.467850, 0.778019, 4.878520], [0.170774, 0.403118, 3.562329], [-3.017461, -0.082096, 1.010694], [-3.795185, 0.810508, 1.776565], [-5.032290, 1.246635, 1.292469], [-5.467685, 0.857099, 0.025537], [-4.650651, 0.073906, -0.787142], [-3.421345, -0.377542, -0.303212], [-3.289545, -2.765920, 0.537174], [-3.227128, -5.252125, 0.643635], [-1.340330, -6.402801, 1.807078], [0.500492, -5.062043, 2.832527], [0.409844, -2.572625, 2.759816], [-2.955298, -0.890685, 4.082109], [-2.397519, -0.260406, 6.414649], [-0.212734, 0.822176, 6.930367], [1.423626, 1.249628, 5.102281], [0.889463, 0.556007, 2.751979], [-3.412451, 1.170349, 2.735444], [-5.651749, 1.898031, 1.911519], [-6.455953, 1.178109, -0.339752], [-4.955818, -0.196704, -1.801278], [-2.741540, -0.936559, -0.959524]], "atomic_forces_ev_per_a": [[3.07, -2.17, 1.71], [-0.49, 0.57, -0.57], [0.42, 0.04, -0.32], [-1.24, 0.63, -1.66], [-1.35, 1.18, 0.68], [0.07, 0.09, 0.08], [0.01, -0.27, -0.27], [0.12, -0.25, 0.54], [-0.20, 0.39, -0.14], [0.10, -0.17, -0.20], [0.21, -0.27, -0.01], [-0.25, 0.21, -0.13], [0.29, 0.08, -0.15], [0.12, 0.04, 0.35], [0.00, 0.00, -0.22], [0.24, 0.21, 0.00], [-0.11, -0.08, 0.24], [-0.10, -0.15, 0.13], [0.07, 0.38, 0.19], [-0.32, -0.09, -0.50], [0.06, -0.27, 0.14], [0.04, 0.24, -0.03], [-0.01, 0.25, 0.34], [0.28, -0.09, -0.06], [-0.33, -0.10, -0.18], [0.02, 0.09, 0.28], [-0.02, 0.37, 0.01], [-0.21, -0.19, 0.27], [0.18, -0.11, -0.23], [-0.02, 0.65, -1.51], [-0.05, 0.30, -0.73], [-0.43, -0.47, 0.95], [0.71, -0.35, 0.76], [-0.20, 0.24, -0.65], [0.01, 0.03, -0.02], [-0.16, -0.04, 0.02], [-0.29, 0.13, -0.28], [0.20, 0.20, -0.33], [0.18, 0.02, 0.02], [0.09, -0.18, 0.38], [1.20, -0.39, -1.89], [-0.50, 0.20, 2.27], [0.11, 0.47, -0.24], [-0.27, 0.42, -0.27], [0.13, -0.26, 0.67], [-0.23, -0.16, -0.06], [-0.06, -0.26, -0.09], [-0.08, 0.12, -0.09], [0.19, 0.04, 0.43], [-0.48, 0.04, -0.39], [-1.58, -1.23, 1.28], [-0.41, 0.77, -1.53], [0.32, -0.04, -0.32], [0.20, -0.53, 0.26], [0.10, 0.32, 0.05], [0.03, -0.13, 0.01], [-0.15, 0.35, 0.03], [-0.33, -0.64, 0.00], [-0.25, 0.09, 0.53], [0.50, 0.21, 0.22], [0.00, 0.00, -0.39], [-0.04, 0.02, -0.01], [-0.14, -0.16, -0.19], [-0.24, -0.01, 0.25], [2.15, -0.44, 1.53], [-1.29, 0.87, 0.19], [1.28, -0.08, 1.12], [-1.24, 0.07, -0.90], [0.79, -0.37, 0.22], [-0.48, -0.32, -1.62], [0.11, -0.12, 0.21], [0.24, 0.06, 0.10], [0.02, 0.35, -0.05], [-0.24, 0.05, -0.14], [-0.23, -0.18, -0.11], [0.24, 0.08, 0.02], [0.19, 0.07, -0.13], [-0.04, -0.09, -0.35], [-0.18, -0.11, -0.02], [-0.26, -0.06, 0.25], [-0.31, -0.13, -0.25], [0.21, -0.12, -0.17], [0.58, -0.14, 0.20], [0.07, 0.13, 0.30], [-0.34, 0.16, 0.19]], "lowdin_spin": [1.24, 0.07, 0.03, 0.62, 0.01, 0.01, 0.00, 0.00, 0.00, 0.01, 0.00, 0.00, 0.00, 0.01, 0.00, 0.00, 0.00, 0.00, 0.00, 0.00, 0.00, 0.01, 0.00, 0.00, 0.00, 0.00, 0.00, 0.00, 0.00, 0.07, 0.00, 0.11, 0.11, -0.01, 0.13, 0.00, 0.01, 0.01, 0.00, 0.01, 0.01, 0.01, 0.00, 0.00, 0.00, 0.00, 0.00, 0.00, 0.00, 0.00, 0.48, 0.21, 0.04, 0.02, 0.00, 0.03, 0.00, 0.03, 0.02, 0.01, 0.00, 0.01, 0.00, 0.01, 0.15, 0.11, 0.04, 0.18, 0.01, 0.14, 0.00, 0.00, 0.00, 0.00, 0.00, 0.00, 0.00, 0.00, 0.00, 0.00, 0.00, 0.00, 0.01, 0.00, 0.01]}

***

| no. | strongest force on any atom (Eh/bohr) | E (eV) |
| --- | --- | --- |
| 1 | 0.0531 | -70756.8624 |
| 2 | 0.0803 | -70307.6330 |